ORCA calculation (ωB97M-V/def2-TZVPD) on C22H26N4O7S in the gas phase in a non-equilibrium geometry.

Values from the calculation:
- spin multiplicity = 1
- Kohn-Sham gap (eV) = 7.84
- net charge = 0
- calculated total energy (Eh) = -1997.793710
- energy above the lowest of the compared OMol25 structures with the same formula, charge and spin (kcal per mole) = 90.2

```
60
C22H26N4O7S ωB97M-V/def2-TZVPD
S 2.6266 1.6387 -0.9625
O 2.9960 2.3502 -2.1507
O -0.9449 2.6210 1.9916
O 2.4896 2.3842 0.2611
O -2.9045 -2.1092 -1.2197
O 5.6201 -1.5808 -0.2429
O -0.2101 -2.8434 1.6962
O -6.8640 1.0711 -1.2298
N -3.8811 0.4684 0.4484
N 3.6757 0.3613 -0.7438
N -5.0487 1.0307 0.0827
N -3.8082 -0.2623 -2.1423
C 0.4655 0.6615 2.3074
C 5.3069 -1.2041 -1.5637
C -1.4351 -0.3065 -1.6589
C -2.7700 -0.9824 -1.6577
C -0.4628 -1.5120 1.7974
C 4.8206 0.2465 -1.6216
C -1.3025 1.0762 -1.5532
C -1.2697 -3.6896 1.2952
C 0.6003 -0.7088 2.2147
C -5.1702 -0.5625 -1.7706
C -0.0555 1.6392 -1.3538
C -3.0902 1.0776 1.2385
C -5.7958 0.5696 -0.9592
C 3.9896 -0.0047 0.6200
C 0.1488 3.4662 2.2926
C 1.0576 0.8255 -1.2653
C -0.2980 -1.1073 -1.5873
C -0.7412 1.2774 1.9889
C 4.5108 -1.4446 0.6142
C -1.8267 0.4721 1.5996
C -1.6771 -0.9116 1.5122
C 0.9507 -0.5441 -1.3969
H 3.7037 -2.1222 0.2964
H 1.3121 1.2530 2.6149
H -0.8307 -4.6815 1.2021
H -0.2237 4.4800 2.1548
H -0.4152 -2.1776 -1.6644
H -5.3909 1.8686 0.5621
H -5.7962 -0.7264 -2.6526
H 3.0786 0.0835 1.2085
H 4.5270 -1.8674 -1.9675
H -5.1377 -1.4765 -1.1702
H 0.9915 3.2866 1.6194
H 6.2244 -1.3275 -2.1405
H 1.8354 -1.1561 -1.3306
H 5.6297 0.9167 -1.2994
H -2.1653 1.7241 -1.5797
H 0.0690 2.7051 -1.2459
H -2.0599 -3.7136 2.0517
H -2.5359 -1.4817 1.2036
H 0.4707 3.3395 3.3307
H -1.6970 -3.3805 0.3379
H -3.6355 0.6489 -2.5352
H 1.5334 -1.1881 2.4687
H 4.7552 0.6649 1.0360
H 4.5050 0.5261 -2.6254
H 4.8576 -1.7342 1.6071
H -3.3079 2.0729 1.6365
```



ORCA calculation (ωB97M-V/def2-TZVPD) on C22H26N6O2S in the gas phase in a non-equilibrium geometry.

Values from the calculation:
- spin multiplicity = 1
- Kohn-Sham gap (eV) = 8.31
- net charge = 0
- calculated total energy (Eh) = -1731.136495
- energy above the lowest of the compared OMol25 structures with the same formula, charge and spin (kcal per mole) = 21.8

```
57
C22H26N6O2S ωB97M-V/def2-TZVPD
S -4.8861 -1.1508 -1.1968
O 5.3813 0.8453 1.9290
O -0.7225 2.3363 -2.3524
N 1.5840 -2.8615 0.2769
N 0.7811 -2.9302 -0.7742
N -1.3833 -0.6923 -2.0265
N 1.0733 -2.1494 1.1901
N -0.1143 -1.7126 0.7665
N 1.0467 2.6235 -0.9916
C -3.8408 1.1840 -1.0757
C -3.6868 -0.0063 -1.7152
C -0.2834 -2.2120 -0.4870
C 4.3269 1.2115 1.1546
C 1.8384 0.0375 -1.3639
C -0.1691 -0.4251 -2.7978
C -5.5745 0.0028 -0.1214
C -1.4024 -2.0236 -1.4456
C 0.2600 1.8503 -1.8161
C 0.7180 0.4724 -1.9792
C -4.9198 1.1896 -0.1632
C 3.6691 0.3844 0.2648
C -1.0761 0.5089 0.9870
C 2.5767 0.8659 -0.4659
C -0.2459 -0.7652 2.9770
C -0.9456 -0.8748 1.6217
C 2.1440 2.1913 -0.2920
C -2.6284 -0.3565 -2.7069
C 2.8295 3.0264 0.5937
C 3.9015 2.5432 1.3023
C 5.8300 -0.4887 1.8551
C -2.3194 -1.5261 1.8021
H 5.0368 -1.1934 2.1224
H -6.4241 -0.2767 0.4692
H -2.9342 -1.4087 0.9156
H 3.9549 -0.6453 0.1238
H 0.7534 -0.3554 2.8573
H 2.1864 -0.9743 -1.5193
H -2.9710 -1.1723 -3.3648
H -5.1982 2.0425 0.4297
H 0.7515 3.5860 -0.8767
H -2.3597 -2.1696 -0.9422
H 6.6424 -0.5654 2.5756
H -1.2925 -2.8095 -2.2137
H -0.8202 -0.1114 3.6276
H -2.2167 -2.5860 2.0270
H -3.1971 2.0241 -1.2653
H -0.1586 -1.7427 3.4441
H -2.8364 -1.0490 2.6303
H -0.4285 0.0878 -3.7268
H -0.1144 1.0173 1.0030
H -2.4360 0.5355 -3.3061
H 4.4373 3.1715 1.9955
H -1.4159 0.4307 -0.0432
H 6.2077 -0.7283 0.8562
H -1.7929 1.1012 1.5492
H 2.5066 4.0490 0.7228
H 0.3569 -1.3553 -3.0409
```



ORCA calculation (ωB97M-V/def2-TZVPD) on a molecular structure, C22H27BN7O2SbTl.

Values from the calculation:
- spin multiplicity = 1
- Kohn-Sham gap (eV) = 7.51
- net charge = -1
- calculated total energy (Eh) = -1825.994986
- energy above the lowest of the compared OMol25 structures with the same formula, charge and spin (kcal per mole) = 0.0

```
61
C22H27BN7O2SbTl ωB97M-V/def2-TZVPD
Tl -0.0845 0.0019 -2.2371
Sb -0.7059 0.1475 1.5083
O 2.0919 -1.0996 -1.2976
O 3.2630 -3.3374 -1.1787
N -1.1040 -2.1923 -1.0073
N 1.7297 1.3383 -0.4162
N 2.6222 0.5505 0.2489
N -3.2660 -0.5874 -2.1773
N -2.2681 -2.7892 -1.3107
N -3.0971 0.2246 -1.1142
N -0.0271 3.1379 -1.6105
C 5.1783 -3.4227 1.8859
C -1.0470 -4.3160 -0.2751
C 4.6095 -3.8028 0.6872
C 3.7959 -2.9143 -0.0212
C -1.0275 5.3148 -1.6231
C 4.1475 -1.2700 1.7031
C 1.7161 2.5578 -0.0404
C -0.3576 -3.1067 -0.3882
C 0.7672 3.5244 -0.6063
C -1.7999 2.0013 1.6382
C -0.2051 5.7150 -0.5814
C -3.4516 0.1377 -3.2970
C 3.5626 -1.6255 0.4871
C 2.6886 -0.6690 -0.2582
C 0.7054 4.8104 -0.0669
C -2.0778 -0.9028 2.7913
C 0.6376 0.6873 3.1181
C -3.1662 1.4661 -1.5863
C -3.3976 1.4762 -2.9699
C -0.8942 4.0163 -2.0956
C 4.9489 -2.1505 2.4053
C -2.2668 -4.0560 -0.8764
B -3.4425 -2.1274 -2.1039
H -4.4758 -2.4303 -1.5459
H -2.2518 -0.3307 3.7036
H 3.9473 -0.2754 2.0778
H 2.4015 2.9011 0.7367
H -3.6038 -0.3587 -4.2405
H -1.6735 -1.8826 3.0454
H 0.6262 -2.8438 -0.0330
H 2.6848 -2.5878 -1.4874
H -1.5228 3.6560 -2.9035
H 0.0913 1.1519 3.9400
H -0.2762 6.7152 -0.1725
H -1.7572 5.9835 -2.0589
H -1.3312 2.7698 1.0224
H -3.0410 2.3065 -0.9222
H 5.8032 -4.1248 2.4255
H -3.4330 -2.5174 -3.2573
H -0.7137 -5.2312 0.1831
H -2.8101 1.8202 1.2746
H -3.1355 -4.6783 -1.0170
H 4.7699 -4.7887 0.2704
H 1.1468 -0.2073 3.4786
H 1.3596 5.0779 0.7530
H -3.0179 -1.0429 2.2583
H -1.8401 2.3388 2.6750
H -3.5113 2.3212 -3.6279
H 5.3896 -1.8547 3.3485
H 1.3967 1.3735 2.7391
```



ORCA calculation (ωB97M-V/def2-TZVPD) on a molecular structure, C22H27Br2EuO7PSSe in a non-equilibrium geometry.

Values from the calculation:
- spin multiplicity = 7
- Kohn-Sham gap (spin up / spin down) (eV) = 9.49 / 9.94
- net charge = +1
- calculated total energy (Eh) = -10380.320653
- energy above the lowest of the compared OMol25 structures with the same formula, charge and spin (kcal per mole) = 37.7

```
62
C22H27Br2EuO7PSSe ωB97M-V/def2-TZVPD
Eu 0.5672 0.7770 -2.0154
Br -2.2849 0.0424 -2.9022
Br -1.7819 2.9055 -1.9369
Se 1.4044 1.5047 -4.3316
S 3.0734 -1.0891 -2.2301
P -0.9763 0.0631 1.1408
O 2.4426 1.5664 -0.6080
O 1.5813 2.0458 -5.7697
O 0.3000 0.2893 -4.1486
O -0.4220 0.7281 -0.1060
O 1.5961 -1.0834 -1.8874
O 2.7107 0.9618 -3.5504
O 0.7651 2.5587 -3.2263
C -0.4725 -3.6580 -0.4187
C 3.2338 2.6926 -1.0361
C 1.4486 2.3080 3.4831
C -0.5820 -2.5509 2.1181
C -0.5025 0.3729 3.9013
C -4.3832 2.0846 1.9458
C -0.6528 -2.2931 -0.2722
C -2.2204 1.8749 -3.5004
C -3.0565 1.7311 1.7832
C 0.8128 1.7214 2.4042
C -0.1486 0.7384 2.6064
C -2.7367 0.4569 1.3230
C -0.3831 -3.9117 1.9651
C -5.3818 1.1684 1.6511
C 3.6291 -2.5594 -1.2720
C 0.1394 0.9602 4.9771
C -0.3369 -4.4692 0.6976
C -5.0603 -0.0996 1.1940
C 1.1152 1.9226 4.7711
C 3.1933 -1.8929 -3.8477
C -0.7171 -1.7323 1.0018
C -3.7342 -0.4622 1.0256
H -1.2895 -0.3478 4.0692
H -4.6416 3.0677 2.3082
H 4.2720 2.5790 -0.7230
H 1.6037 2.3874 5.6136
H 2.8190 3.6187 -0.6269
H 2.9875 -1.1430 -4.6031
H 4.2039 -2.2633 -3.9737
H -0.1243 0.6711 5.9817
H 4.7117 -2.6022 -1.3091
H -0.2028 -5.5337 0.5797
H -5.8427 -0.8090 0.9729
H -0.6243 -2.1313 3.1096
H -0.7465 -1.6643 -1.1566
H 2.7630 1.3159 0.2711
H -3.1836 2.1835 -3.9056
H -2.2660 2.4304 2.0221
H -1.3974 1.9547 -4.2118
H 2.1985 3.0672 3.3227
H 3.3057 -2.4160 -0.2466
H -6.4171 1.4451 1.7775
H -0.4535 -4.0857 -1.4091
H -0.2669 -4.5385 2.8359
H 2.4656 -2.6953 -3.9084
H 3.1992 2.7218 -2.1271
H -3.4676 -1.4516 0.6807
H 1.0192 2.0379 1.3898
H 3.1955 -3.4717 -1.6631
```



- Number 4 is which compound?
  C22H27Br2EuO7PSSe



Copy entry 3 word for word.
ORCA calculation (ωB97M-V/def2-TZVPD) on a molecular structure, C22H27BN7O2SbTl.

Values from the calculation:
- spin multiplicity = 1
- Kohn-Sham gap (eV) = 7.51
- net charge = -1
- calculated total energy (Eh) = -1825.994986
- energy above the lowest of the compared OMol25 structures with the same formula, charge and spin (kcal per mole) = 0.0

```
61
C22H27BN7O2SbTl ωB97M-V/def2-TZVPD
Tl -0.0845 0.0019 -2.2371
Sb -0.7059 0.1475 1.5083
O 2.0919 -1.0996 -1.2976
O 3.2630 -3.3374 -1.1787
N -1.1040 -2.1923 -1.0073
N 1.7297 1.3383 -0.4162
N 2.6222 0.5505 0.2489
N -3.2660 -0.5874 -2.1773
N -2.2681 -2.7892 -1.3107
N -3.0971 0.2246 -1.1142
N -0.0271 3.1379 -1.6105
C 5.1783 -3.4227 1.8859
C -1.0470 -4.3160 -0.2751
C 4.6095 -3.8028 0.6872
C 3.7959 -2.9143 -0.0212
C -1.0275 5.3148 -1.6231
C 4.1475 -1.2700 1.7031
C 1.7161 2.5578 -0.0404
C -0.3576 -3.1067 -0.3882
C 0.7672 3.5244 -0.6063
C -1.7999 2.0013 1.6382
C -0.2051 5.7150 -0.5814
C -3.4516 0.1377 -3.2970
C 3.5626 -1.6255 0.4871
C 2.6886 -0.6690 -0.2582
C 0.7054 4.8104 -0.0669
C -2.0778 -0.9028 2.7913
C 0.6376 0.6873 3.1181
C -3.1662 1.4661 -1.5863
C -3.3976 1.4762 -2.9699
C -0.8942 4.0163 -2.0956
C 4.9489 -2.1505 2.4053
C -2.2668 -4.0560 -0.8764
B -3.4425 -2.1274 -2.1039
H -4.4758 -2.4303 -1.5459
H -2.2518 -0.3307 3.7036
H 3.9473 -0.2754 2.0778
H 2.4015 2.9011 0.7367
H -3.6038 -0.3587 -4.2405
H -1.6735 -1.8826 3.0454
H 0.6262 -2.8438 -0.0330
H 2.6848 -2.5878 -1.4874
H -1.5228 3.6560 -2.9035
H 0.0913 1.1519 3.9400
H -0.2762 6.7152 -0.1725
H -1.7572 5.9835 -2.0589
H -1.3312 2.7698 1.0224
H -3.0410 2.3065 -0.9222
H 5.8032 -4.1248 2.4255
H -3.4330 -2.5174 -3.2573
H -0.7137 -5.2312 0.1831
H -2.8101 1.8202 1.2746
H -3.1355 -4.6783 -1.0170
H 4.7699 -4.7887 0.2704
H 1.1468 -0.2073 3.4786
H 1.3596 5.0779 0.7530
H -3.0179 -1.0429 2.2583
H -1.8401 2.3388 2.6750
H -3.5113 2.3212 -3.6279
H 5.3896 -1.8547 3.3485
H 1.3967 1.3735 2.7391
```



- Which value of net charge does entry 1 give?
  0